Density functional theory data (ωB97M-V/def2-TZVPD) for a 4-piece molecular cluster, C6H21NO3S overall.

## Properties
gap between HOMO and LUMO	0.3428	Ha
total charge	0
structure (SMILES)	CN(C)CCCCS.O.O.O
energy above the lowest of the compared OMol25 structures with the same formula, charge and spin	12.6	kcal per mole

Each line ends with the Mulliken charge.
Positions of all 32 atoms, in Å:
C: 1.84555 -2.46168 -0.09226  -1.061
N: 0.96055 -1.30370 -0.37521  0.153
C: 1.62187 -0.44470 -1.35318  -1.019
C: -0.33162 -1.76888 -0.85350  -0.966
C: -1.54356 -0.81778 -0.65171  -0.461
C: -1.18316 0.64128 -0.26727  -0.417
C: -2.41256 1.46611 0.10707  -0.708
S: -3.32290 0.81984 1.53599  -0.247
H: 1.52886 -2.97074 0.81282  0.302
H: 2.85198 -2.05256 -0.13265  0.393
H: 1.81664 -3.17964 -0.92787  0.366
H: 0.99500 0.42023 -1.55500  0.281
H: 2.53304 -0.01844 -0.92038  0.338
H: 1.93941 -0.95286 -2.27305  0.344
H: -0.58697 -2.64686 -0.25711  0.378
H: -0.30198 -2.05733 -1.91299  0.369
H: -2.17956 -1.22131 0.12765  0.361
H: -2.14531 -0.69710 -1.55668  0.442
H: -0.63216 1.06679 -1.10318  0.108
H: -0.50055 0.60233 0.58434  0.212
H: -2.15239 2.51043 0.27917  0.363
H: -3.09108 1.46013 -0.75195  0.381
H: -2.44532 -0.11343 1.92840  0.090
O: -0.37841 -1.27242 2.24476  -0.656
H: -0.86677 -2.07866 2.38533  0.320
H: 0.34186 -1.32171 1.60359  0.312
O: 1.71447 2.91274 2.00912  -0.667
H: 2.62992 3.14040 1.80801  0.326
H: 1.49049 2.19611 1.40592  0.325
O: 0.90410 3.19033 -0.71487  -0.624
H: 0.03858 3.10711 -1.12103  0.317
H: 0.86197 3.84598 -0.01228  0.346


Density functional theory data (ωB97M-V/def2-TZVPD) for C19H12AuF3N2OS2 as an isolated structure.

## Properties
gap between HOMO and LUMO (spin up / spin down)	0.2996 / 0.2029	Ha
total charge	0
expectation value of S²	2.01
energy above the lowest of the compared OMol25 structures with the same formula, charge and spin	18.3	kcal per mole
spin multiplicity	3

Each line ends with the Mulliken charge.
Positions of all 40 atoms, in Å:
Au: 0.35274 -1.18726 -0.24105  0.528
O: 2.47233 -1.49835 0.37305  -0.715
N: 2.93972 -2.73633 0.22147  0.357
C: 4.27897 -2.88542 0.35199  -0.199
C: 4.86461 -4.11515 0.26633  -0.699
C: 4.05386 -5.23000 0.03089  -0.146
C: 2.70348 -5.05411 -0.11928  -0.795
C: 2.12081 -3.77914 -0.03773  0.691
S: 0.42462 -3.55861 -0.25808  -0.598
H: 4.80132 -1.95899 0.53259  0.427
H: 5.93497 -4.20009 0.37930  0.387
H: 4.48501 -6.21914 -0.04003  0.385
H: 2.04305 -5.88723 -0.31327  0.376
F: -6.53154 -1.27949 -1.15796  -0.249
C: -5.65835 -1.95008 -0.38427  0.730
F: -5.34457 -3.08432 -1.03334  -0.290
F: -6.32214 -2.30202 0.73250  -0.244
C: -4.45833 -1.10285 -0.05887  0.089
C: -4.70913 0.13545 0.50896  -0.396
C: -3.65690 0.96284 0.83687  -0.934
C: -2.37427 0.51708 0.57712  0.075
N: -2.11636 -0.67279 0.03134  -0.320
C: -3.13354 -1.48681 -0.28416  0.434
S: -2.65303 -2.99889 -1.01602  -0.089
H: -5.73331 0.44098 0.68421  0.428
H: -3.81539 1.93516 1.27960  0.410
H: -1.50645 1.12346 0.79868  0.319
C: 0.64325 0.81090 -0.28315  -2.978
C: 0.85209 2.00344 -0.25658  3.113
C: 1.09576 3.42189 -0.22853  0.169
C: 1.59894 4.03167 0.92242  -0.447
C: 1.82881 5.39767 0.95156  -0.462
C: 1.56085 6.17644 -0.16620  -0.378
C: 1.06088 5.57848 -1.31535  -0.476
C: 0.82884 4.21280 -1.34800  -0.434
H: 1.81001 3.41926 1.78934  0.412
H: 2.22115 5.85624 1.85044  0.372
H: 1.74264 7.24317 -0.14257  0.371
H: 0.85209 6.17862 -2.19192  0.371
H: 0.44252 3.74151 -2.24227  0.403


Density functional theory data (ωB97M-V/def2-TZVPD) for C5H18NO2 as an isolated structure.

## Properties
gap between HOMO and LUMO	0.1894	Ha
total charge	+1
energy above the lowest of the compared OMol25 structures with the same formula, charge and spin	218.6	kcal per mole

Each line ends with the Mulliken charge.
Positions of all 26 atoms, in Å:
C: 1.02814 -0.31468 1.32146  -0.567
C: -0.40065 -0.03877 0.62562  0.332
C: -1.48183 -0.90487 1.39905  -1.713
C: -0.84358 1.39245 0.61324  -0.671
C: -1.65112 1.67196 -0.71416  -1.139
N: 1.87961 -0.44139 0.16547  -0.264
H: 1.01084 -1.25707 1.87187  0.433
H: 1.38186 0.46892 2.06410  0.383
H: -0.37829 -0.39766 -0.44957  0.390
H: -2.46165 -0.72464 1.02995  0.466
H: -1.36089 -1.99543 1.06008  0.348
H: -1.57766 -0.73898 2.44377  0.442
H: -1.41498 1.49125 1.52945  0.497
H: -0.05050 2.07620 0.70820  0.420
H: -2.37656 0.89356 -0.78808  0.358
H: -2.15706 2.67364 -0.76026  0.370
H: -1.05325 1.57419 -1.66251  0.314
H: 2.90452 -0.40550 0.29528  0.322
H: -0.54166 0.74927 -4.80201  -0.082
H: 1.59848 0.34780 -0.52558  0.365
H: 0.57507 -3.41800 -1.14075  0.315
H: 0.99908 -2.02008 -0.77820  0.309
O: 0.33195 -2.72531 -0.53094  -0.548
H: -1.28984 0.53202 -4.95001  0.083
H: 1.74427 2.05507 -1.73834  0.278
O: 1.09121 1.51890 -1.22368  -0.440


Density functional theory data (ωB97M-V/def2-TZVPD) for a 2-piece molecular cluster, C38H44N3O2 overall.

## Properties
gap between HOMO and LUMO	0.1605	Ha
total charge	+1
energy above the lowest of the compared OMol25 structures with the same formula, charge and spin	32.7	kcal per mole

Each line ends with the Mulliken charge.
Positions of all 87 atoms, in Å:
C: -4.06929 -4.46751 2.93020  -0.715
C: -3.37447 -5.74079 3.42046  -0.963
C: -1.84761 -5.70226 3.32334  -0.383
C: -1.20782 -4.35000 3.22370  0.834
N: 0.13728 -4.39956 3.45124  0.186
C: 0.81245 -5.68867 3.35924  -0.503
C: 2.32033 -5.57972 3.52440  -0.693
O: 2.82290 -4.35645 2.97555  -0.384
C: 2.28432 -3.24094 3.67824  -1.090
C: 0.80079 -3.11584 3.43285  0.401
C: -1.91306 -3.15206 3.09782  -0.462
C: -3.37131 -3.16652 3.37469  -0.964
H: -4.09159 -4.49380 1.83296  0.314
H: -5.09427 -4.47396 3.31409  0.348
H: -3.66941 -5.97404 4.45638  0.333
H: -3.72139 -6.59262 2.82448  0.317
H: -1.48564 -6.20651 4.22829  0.264
H: -1.55039 -6.32242 2.46424  0.251
H: 0.45482 -6.40263 4.12425  0.270
H: 0.61305 -6.15240 2.37247  0.365
H: 2.55939 -5.67766 4.60293  0.349
H: 2.81397 -6.36688 2.94089  0.326
H: 2.44017 -3.30694 4.76944  0.400
H: 2.79300 -2.37723 3.23899  0.399
H: 0.62591 -2.63266 2.45922  -0.575
H: 0.36820 -2.47185 4.21112  0.417
H: -1.43503 -2.16977 3.09731  0.385
H: -3.89669 -2.28408 2.97896  0.283
H: -3.43957 -3.11487 4.47868  0.307
C: 3.73854 1.55116 -3.12684  -1.062
N: 2.32249 1.37728 -3.35235  0.399
C: 1.83728 0.44489 -4.23698  0.193
O: 2.50520 -0.22947 -5.01680  -0.654
C: 0.32193 0.37492 -4.03703  0.295
C: -0.18217 -1.03510 -3.77703  -1.458
C: 0.44447 -1.59836 -2.52105  0.224
C: 1.71863 -2.16970 -2.58875  -0.209
C: 2.33422 -2.64647 -1.43360  -1.093
C: 1.68527 -2.55289 -0.19641  -0.068
C: 0.41114 -1.97902 -0.12810  -0.418
C: -0.21840 -1.54354 -1.29317  -0.144
N: 0.09952 1.26613 -2.89166  0.479
C: -0.96603 1.14846 -2.08986  -0.348
C: -1.04962 1.81307 -0.86905  -0.014
C: -1.80191 1.49069 0.26252  -0.520
C: -2.08247 2.54609 1.20482  0.760
C: -2.58783 2.19646 2.48614  -0.467
C: -2.74502 3.14879 3.48450  -0.668
C: -2.43267 4.49663 3.24344  -0.368
C: -2.01738 4.88468 1.96345  -0.658
C: -1.85565 3.93969 0.95427  -0.450
C: 1.34337 1.92190 -2.42033  -0.967
C: 1.35007 3.41898 -2.42002  -0.984
C: 1.24891 4.13630 -3.56996  -0.181
C: 1.24715 5.58569 -3.63117  0.913
C: 1.20340 6.22599 -4.89423  -0.499
C: 1.19100 7.61608 -4.98962  -0.569
C: 1.22492 8.39837 -3.82339  -0.411
C: 1.27148 7.78001 -2.56501  -0.693
C: 1.28157 6.38431 -2.46329  -0.374
H: 4.29508 1.03219 -3.91383  0.367
H: 3.98023 2.61907 -3.13575  0.301
H: 4.01794 1.14205 -2.14419  0.366
H: -0.15279 0.80709 -4.93677  0.230
H: -1.27624 -1.02937 -3.71455  0.449
H: 0.12245 -1.63036 -4.64723  0.605
H: 2.22271 -2.21981 -3.55900  0.474
H: 3.32360 -3.09811 -1.50683  0.423
H: 2.17654 -2.93383 0.70039  0.357
H: -0.11920 -1.87136 0.81886  0.149
H: -1.22344 -1.11499 -1.23973  0.617
H: -1.82487 0.62765 -2.50405  0.737
H: -0.53629 2.77416 -0.80750  0.030
H: -2.21036 0.49905 0.41423  0.523
H: -2.83052 1.14630 2.66500  0.443
H: -3.07658 2.84495 4.47170  0.396
H: -2.48748 5.23948 4.04335  0.380
H: -1.79110 5.93136 1.76166  0.392
H: -1.56696 4.28174 -0.04783  0.518
H: 1.60827 1.58783 -1.39708  0.589
H: 1.47794 3.88297 -1.44571  0.701
H: 1.18559 3.61479 -4.52622  0.239
H: 1.18149 5.60098 -5.79105  0.355
H: 1.15352 8.09337 -5.97081  0.379
H: 1.21523 9.48699 -3.89438  0.374
H: 1.29805 8.38157 -1.65511  0.381
H: 1.31673 5.89293 -1.48746  0.223


Density functional theory data (ωB97M-V/def2-TZVPD) for one molecule with the formula C6H16N2.

## Properties
gap between HOMO and LUMO	0.3525	Ha
total charge	0
structure (SMILES)	CCNCCN(C)C
energy above the lowest of the compared OMol25 structures with the same formula, charge and spin	40.1	kcal per mole

Each line ends with the Mulliken charge.
Positions of all 24 atoms, in Å:
C: 1.33911 -0.38774 3.16345  -1.061
C: 1.67754 0.20039 1.78502  -0.418
N: 0.85174 -0.44055 0.76901  -0.412
C: -0.60814 -0.20677 0.89203  -0.672
C: -1.28713 -0.37150 -0.46788  -0.925
N: -0.45725 0.27409 -1.55342  0.065
C: -0.38963 -0.72055 -2.65447  -1.020
C: -1.05529 1.56133 -1.90930  -1.042
H: 1.73527 -1.40139 3.09541  0.281
H: 0.24409 -0.51055 3.25075  0.273
H: 1.59598 0.21495 4.02893  0.357
H: 1.56512 1.29982 1.81337  0.343
H: 2.68020 -0.09375 1.50210  0.385
H: 0.99902 0.01292 -0.14689  0.325
H: -0.83648 0.87049 1.20716  0.277
H: -0.94615 -0.93291 1.60461  0.415
H: -1.35306 -1.41086 -0.69263  0.541
H: -2.30386 0.06738 -0.50056  0.377
H: 0.56517 -1.23483 -2.45619  0.289
H: -0.23619 -0.20671 -3.61789  0.340
H: -1.22294 -1.44123 -2.75657  0.323
H: -2.16294 1.49980 -1.94376  0.326
H: -0.67162 1.91307 -2.87176  0.315
H: -0.82108 2.21800 -1.06986  0.319


| no. | calculated total energy (eV) |
| --- | --- |
| 1 | -25029.7167 |
| 2 | -58436.1207 |
| 3 | -11047.0991 |
| 4 | -48677.0562 |
| 5 | -9460.3371 |